An isolated molecule of C3H6N2OS. Source: the OMol25 dataset; level of theory: ωB97M-V with the def2-TZVPD basis set.

Each line ends with the natural charge from an NBO analysis.
Cartesian coordinates (Å):
C1 1.100 -0.155 0.063  0.20
C2 -1.152 -0.775 -0.129  -0.02
C3 -2.457 -0.533 -0.035  -0.52
H1 4.110 0.713 -0.002  0.49
H2 1.259 -1.317 0.039  0.16
H3 -1.094 2.204 1.271  0.14
H4 -0.611 -1.808 -0.211  0.21
H5 -2.985 -1.508 -0.630  0.22
H6 -2.996 0.475 0.194  0.24
N1 2.163 0.582 -0.074  -0.19
N2 -0.220 0.206 -0.106  -0.56
O1 3.397 -0.042 -0.157  -0.56
S1 -0.514 1.959 -0.223  0.18

Results
E_HOMO = -8.2 eV
net charge = 0
SMILES = C=CN(S)/C=N/O
energy above the lowest of the compared OMol25 structures with the same formula, charge and spin = 606.4 kJ/mol
E_LUMO = 0.288 eV
frontier orbital gap = 8.51 eV

An isolated molecule of C4H4N2O. Source: the OMol25 dataset; level of theory: ωB97M-V with the def2-TZVPD basis set.

Each line ends with the natural charge from an NBO analysis.
Cartesian coordinates (Å):
N1 1.577 -0.438 -0.793  -0.81
C1 0.714 -0.042 0.164  0.58
C2 -0.057 -1.021 0.791  -0.38
C3 -1.316 -0.593 0.464  -0.18
C4 -1.547 0.839 0.312  -0.07
N2 -0.713 1.814 0.248  -0.05
O1 0.577 1.303 0.206  -0.35
H1 2.041 0.296 -1.336  0.42
H2 0.209 -2.096 0.832  0.22
H3 1.077 -1.262 -1.173  0.42
H4 -2.562 1.199 0.286  0.21

Results
E_HOMO = -7.8 eV
net charge = 0
energy above the lowest of the compared OMol25 structures with the same formula, charge and spin = 548.3 kJ/mol
E_LUMO = 0.055 eV
frontier orbital gap = 7.84 eV

A structure of composition C13H25BrCl2NOP2Rh. Source: the OMol25 dataset; level of theory: ωB97M-V with the def2-TZVPD basis set.

Each line ends with the natural charge from an NBO analysis.
Cartesian coordinates (Å):
C1 4.082 0.182 0.259  -0.73
C2 2.812 0.757 0.770  0.50
H1 4.259 -0.843 0.680  0.27
H2 4.898 0.866 0.565  0.27
H3 4.117 0.108 -0.842  0.27
O1 1.922 -0.018 1.173  -0.57
Cl1 2.452 2.352 0.428  0.09
Rh1 -1.401 -0.592 -0.795  0.81
P1 -0.541 0.931 1.872  1.25
C3 -1.180 -0.055 3.300  -0.95
C4 0.685 1.826 2.949  -0.94
H4 0.251 2.291 3.847  0.27
H5 -1.730 2.942 2.685  0.28
H6 1.148 2.590 2.320  0.25
H7 -1.363 2.974 0.923  0.26
H8 -0.515 -0.923 3.407  0.26
H9 1.482 1.129 3.229  0.25
C5 -1.710 2.350 1.760  -0.96
H10 -1.151 0.534 4.228  0.28
H11 -2.702 1.978 1.488  0.26
H12 -2.193 -0.418 3.107  0.25
P2 0.150 -0.680 -2.243  0.99
C6 -0.214 -2.381 -2.821  -0.94
C7 -0.443 0.495 -3.507  -0.93
H13 2.276 0.504 -2.425  0.26
H14 2.180 -0.870 -3.535  0.28
H15 2.527 -1.156 -1.828  0.26
C8 1.936 -0.536 -2.510  -0.96
H16 -0.178 1.501 -3.164  0.26
H17 0.048 0.285 -4.458  0.27
H18 -0.014 -2.452 -3.893  0.28
H19 -1.266 -2.590 -2.588  0.25
H20 -1.532 0.419 -3.567  0.27
H21 0.420 -3.084 -2.270  0.26
Cl2 -3.201 0.847 -1.123  -0.41
Br1 -5.103 -3.815 2.090  0.16
C9 -3.290 -3.633 1.409  -0.08
C10 -2.417 -4.730 1.410  -0.14
C11 -1.076 -4.522 1.045  -0.21
C12 -0.693 -3.237 0.640  0.03
N1 -1.612 -2.253 0.465  -0.54
C13 -2.856 -2.408 0.918  0.00
H22 -2.778 -5.706 1.712  0.27
H23 -0.346 -5.339 1.053  0.27
H24 0.336 -2.960 0.415  0.22
H25 -3.499 -1.527 0.810  0.24

Results
multiplicity = 5
E_HOMO (spin up / spin down) = -15.2 / -15.4 eV
net charge = +2
E_LUMO (spin up / spin down) = -6.127 / -9.882 eV
frontier orbital gap (spin up / spin down) = 9.05 / 5.48 eV

A cluster of 2 separate species, C3H6NO4 in total. Source: the OMol25 dataset; level of theory: ωB97M-V with the def2-TZVPD basis set.

Each line ends with the natural charge from an NBO analysis.
Cartesian coordinates (Å):
O1 -0.077 -1.417 1.136  -0.74
C1 -0.094 -0.611 0.178  0.68
N1 -1.053 0.276 0.043  -0.69
C2 -1.064 1.560 -0.866  0.90
O2 0.057 1.881 -1.249  -0.75
O3 -2.201 1.943 -1.051  -0.73
C3 0.901 -0.757 -0.943  -0.71
H1 -1.784 0.200 0.728  0.39
H2 0.901 -1.836 -1.178  0.21
H3 1.954 -0.573 -0.732  0.22
H4 0.567 -0.219 -1.809  0.25
H5 2.659 -1.169 1.863  0.46
H6 1.565 -2.195 1.695  0.51
O4 2.463 -2.088 2.072  -0.98

Results
E_HOMO = -5.4 eV
net charge = -1
energy above the lowest of the compared OMol25 structures with the same formula, charge and spin = 62.1 kJ/mol
E_LUMO = 3.881 eV
frontier orbital gap = 9.25 eV

A cluster of 5 separate species, C8H22O4 in total. Source: the OMol25 dataset; level of theory: ωB97M-V with the def2-TZVPD basis set.

Each line ends with the natural charge from an NBO analysis.
Cartesian coordinates (Å):
C1 -1.457 -0.337 -0.717  -0.63
C2 0.046 -0.725 -0.335  -0.43
C3 0.959 0.319 -0.952  0.01
C4 1.981 -0.036 -1.748  -0.42
C5 0.955 2.258 0.595  -0.15
C6 0.653 1.725 -0.599  -0.06
C7 0.343 2.667 -1.715  -0.63
C8 1.601 1.734 1.823  -0.67
H1 -2.031 -1.097 -0.174  0.21
H2 -1.593 -0.170 -1.763  0.21
H3 -1.854 0.484 -0.099  0.21
H4 0.158 -1.690 -0.852  0.20
H5 0.150 -0.588 0.769  0.22
H6 2.063 -1.072 -1.929  0.19
H7 2.679 0.663 -2.188  0.20
H8 0.935 3.325 0.587  0.18
H9 1.151 2.937 -2.435  0.22
H10 -0.487 2.260 -2.366  0.21
H11 0.000 3.663 -1.454  0.22
H12 1.194 2.332 2.684  0.25
H13 2.631 2.064 1.731  0.23
H14 1.323 0.712 2.135  0.21
H15 0.371 -3.788 1.277  0.48
H16 1.552 -2.786 1.481  0.47
O1 1.326 -3.702 1.310  -0.95
H17 -1.845 -3.488 -2.387  0.49
H18 -0.387 -3.319 -1.912  0.48
O2 -1.285 -3.504 -1.602  -0.96
H19 -1.837 -3.117 0.220  0.49
H20 -3.099 -2.276 0.452  0.46
O3 -2.457 -2.855 0.919  -0.95
H21 -1.214 1.600 3.178  0.50
H22 -1.458 3.273 2.805  0.51
O4 -1.067 2.537 3.260  -1.00

Results
E_HOMO = -8.7 eV
net charge = 0
SMILES = C=C(CC)/C(C)=C\C.O.O.O.O
energy above the lowest of the compared OMol25 structures with the same formula, charge and spin = 191.0 kJ/mol
E_LUMO = 0.333 eV
frontier orbital gap = 9.02 eV

A structure of composition C16H19Cl2N5O2OsS. Source: the OMol25 dataset; level of theory: ωB97M-V with the def2-TZVPD basis set.

Each line ends with the natural charge from an NBO analysis.
Cartesian coordinates (Å):
Os1 0.005 -0.584 -0.579  1.44
N1 0.727 0.094 4.140  -0.80
C1 0.359 -0.112 2.830  0.22
S1 0.976 -1.652 2.163  0.39
N2 -0.386 0.747 2.251  -0.34
N3 -0.817 0.520 0.967  -0.44
C2 -1.798 1.353 0.562  0.01
C3 -2.248 1.258 -0.752  0.08
C4 -3.318 2.015 -1.298  -0.21
C5 -3.704 1.808 -2.587  -0.18
C6 -3.036 0.839 -3.373  -0.31
C7 -1.997 0.145 -2.815  0.07
N4 -1.588 0.345 -1.549  -0.55
H1 1.232 -0.640 4.601  0.39
H2 0.107 0.651 4.704  0.40
H3 -2.201 2.065 1.269  0.21
H4 -3.814 2.742 -0.670  0.22
H5 -4.522 2.378 -3.008  0.22
H6 -3.329 0.643 -4.394  0.22
H7 -1.442 -0.607 -3.362  0.22
Cl1 2.421 1.592 -0.037  0.03
C8 3.430 0.180 0.056  -0.06
C9 4.777 0.316 -0.233  -0.23
C10 5.605 -0.792 -0.167  -0.20
C11 5.081 -2.029 0.172  -0.23
C12 3.729 -2.146 0.441  -0.06
Cl2 3.082 -3.721 0.779  0.01
C13 2.860 -1.049 0.407  0.16
N5 1.485 -1.197 0.622  -0.87
H8 5.165 1.289 -0.501  0.23
H9 6.659 -0.693 -0.386  0.22
H10 5.708 -2.908 0.211  0.23
O1 -1.057 -2.928 -0.497  -0.93
H11 -0.642 -3.287 0.298  0.49
H12 -0.444 -3.120 -1.226  0.50
C14 1.687 0.094 -3.501  -0.63
C15 1.709 -1.315 -2.928  0.10
C16 1.812 -2.360 -4.026  -0.62
O2 0.532 -1.580 -2.182  -0.82
H13 2.633 0.323 -3.995  0.21
H14 1.531 0.835 -2.715  0.21
H15 0.880 0.191 -4.233  0.20
H16 2.581 -1.416 -2.265  0.16
H17 0.946 -2.287 -4.688  0.20
H18 1.838 -3.362 -3.599  0.21
H19 2.717 -2.212 -4.619  0.21

Results
multiplicity = 5
E_HOMO (spin up / spin down) = -5.8 / -7.8 eV
net charge = 0
energy above the lowest of the compared OMol25 structures with the same formula, charge and spin = 0.0 kJ/mol
E_LUMO (spin up / spin down) = 0.561 / -0.628 eV
frontier orbital gap (spin up / spin down) = 6.33 / 7.22 eV

Number 1: total energy -700.65825 hartree. Number 2: total energy -339.37283 hartree. Number 3: total energy -4927.32919 hartree. Number 4: total energy -473.75120 hartree. Number 5: total energy -618.86589 hartree. Number 6: total energy -2454.54197 hartree.